Entry from OMol25: 5 unconnected molecules or ions with the total composition C8H16Cl2FN3O9 in a non-equilibrium geometry (ωB97M-V/def2-TZVPD).

## Properties
SMILES: O=C1OC[C@@H](F)O1.C[N+](=O)[O-].C[N+](=O)[O-].C[N+](=O)[O-].ClCCCl
Net charge: 0

Each atom is followed by the atoms it is bonded to, with distances in Å.
Element x y z (Å)
1 O 1.174 -5.228 -3.846  C2 1.241
2 C 1.356 -4.688 -2.743  O1 1.241, O3 1.250, O7 1.379
3 O 2.257 -5.009 -1.938  C2 1.250, C4 1.467
4 C 2.187 -4.318 -0.646  O3 1.467, C5 1.551, H8 1.090, H9 1.090
5 C 1.302 -3.109 -1.051  C4 1.551, F6 1.335, O7 1.399, H10 1.090
6 F 2.151 -2.090 -1.201  C5 1.335
7 O 0.670 -3.630 -2.185  C2 1.379, C5 1.399
8 H 1.739 -4.934 0.134  C4 1.090
9 H 3.155 -3.938 -0.322  C4 1.090
10 H 0.658 -2.906 -0.196  C5 1.090
11 C 1.907 2.595 0.564  N12 1.497, H15 1.090, H16 1.090, H17 1.090
12 N 1.634 2.509 2.033  C11 1.497, O13 1.232, O14 1.188
13 O 1.753 3.555 2.672  N12 1.232
14 O 1.458 1.424 2.484  N12 1.188
15 H 2.865 2.094 0.426  C11 1.090
16 H 1.885 3.659 0.329  C11 1.090
17 H 1.057 2.140 0.055  C11 1.090
18 C -1.407 7.987 -1.352  N19 1.493, H22 1.090, H23 1.090, H24 1.090
19 N -2.648 7.975 -2.181  C18 1.493, O20 1.238, O21 1.235
20 O -3.671 8.516 -1.741  N19 1.238
21 O -2.591 7.417 -3.281  N19 1.235
22 H -0.661 8.717 -1.667  C18 1.090
23 H -0.909 7.019 -1.414  C18 1.090
24 H -1.817 8.182 -0.361  C18 1.090
25 C -4.584 -0.401 -2.993  N26 1.472, H29 1.090, H30 1.090, H31 1.090
26 N -3.139 -0.178 -3.163  C25 1.472, O27 1.254, O28 1.247
27 O -2.432 -0.092 -2.132  N26 1.254
28 O -2.774 0.102 -4.322  N26 1.247
29 H -5.065 0.548 -3.228  C25 1.090
30 H -4.603 -0.481 -1.906  C25 1.090
31 H -4.926 -1.218 -3.629  C25 1.090
32 Cl 2.462 -3.476 6.679  C33 1.769
33 C 1.867 -3.416 5.014  Cl32 1.769, C34 1.488, H36 1.090, H37 1.090
34 C 0.983 -4.518 4.546  C33 1.488, Cl35 1.827, H38 1.090, H39 1.090
35 Cl 1.900 -6.096 4.461  C34 1.827
36 H 2.688 -3.371 4.298  C33 1.090
37 H 1.390 -2.444 4.889  C33 1.090
38 H 0.513 -4.211 3.612  C34 1.090
39 H 0.216 -4.688 5.302  C34 1.090



Entry from OMol25: 2 unconnected molecules or ions with the total composition C2H2F2O in a non-equilibrium geometry (ωB97M-V/def2-TZVPD).

## Properties
ΔE to the lowest compared entry with this formula, charge and spin (kcal/mol): 77.2
Net charge: 0

Each atom is followed by the atoms it is bonded to, with distances in Å.
Element x y z (Å)
1 C -1.970 -0.088 0.244  F4 1.338, H6 1.174
2 C 1.484 0.524 -0.229  O3 1.196, F5 1.292, H7 1.131
3 O 0.536 0.654 -0.946  C2 1.196
4 F -2.576 0.947 -0.350  C1 1.338
5 F 2.289 -0.478 -0.102  C2 1.292
6 H -2.776 -0.910 0.014  C1 1.174
7 H 1.796 1.373 0.451  C2 1.131



| no. | electronic energy (Ha) |
| --- | --- |
| 1 | -2175.7728 |
| 2 | -352.2297 |